[1]
{"formula": "C23H27Si", "method": "ωB97M-V/def2-TZVPD", "total_energy_ha": -1181.85494, "e_homo_ev": -10.592, "total_charge": 1, "lumo_energy_ev": -4.5, "homo_lumo_gap_ev": 6.053, "de_lowest_kj_mol": 18.1, "elements": ["C", "Si", "C", "C", "C", "C", "C", "C", "C", "C", "H", "H", "H", "H", "H", "H", "H", "H", "H", "H", "H", "H", "H", "H", "C", "C", "C", "C", "C", "C", "C", "C", "C", "C", "C", "C", "C", "C", "H", "H", "H", "H", "H", "H", "H", "H", "H", "H", "H", "H", "H"], "xyz": [[0.72763, -0.27114, 3.56536], [0.91663, -1.45236, 2.15346], [2.46989, -1.59698, 1.16147], [-0.64453, -1.65099, 1.15720], [-0.60571, -2.90828, 2.00469], [-1.31728, -2.96913, 3.24373], [-1.12535, -4.05557, 4.08486], [-0.31265, -5.12776, 3.69009], [0.22849, -5.15848, 2.39841], [0.07194, -4.07892, 1.53880], [0.50652, 3.02504, -0.05361], [0.63559, -0.80102, 4.52433], [1.61450, 0.38018, 3.59426], [-0.16828, 0.35090, 3.41565], [2.90149, -2.60525, 1.21793], [2.27338, -1.35148, 0.10769], [3.20190, -0.87483, 1.55169], [-1.40690, -0.90374, 1.40842], [-0.46827, -1.76888, 0.08206], [-1.98323, -2.13951, 3.49536], [-1.59444, -4.06090, 5.07002], [-0.13538, -5.95926, 4.37661], [0.79633, -6.02870, 2.06593], [0.43241, -4.09164, 0.50690], [-4.95509, 1.60700, -2.76044], [-3.55883, 1.81895, -2.26622], [-3.28737, 2.94641, -1.48533], [-1.98778, 3.21783, -1.09271], [-0.92310, 2.38506, -1.46754], [0.44075, 2.94510, -1.11906], [1.75104, 2.35974, -1.61408], [2.90458, 2.83152, -0.96865], [4.17170, 2.59897, -1.49547], [4.30333, 1.79706, -2.64055], [3.16637, 1.24159, -3.23947], [1.88605, 1.54532, -2.74486], [-1.21354, 1.17255, -2.11253], [-2.51915, 0.93177, -2.56519], [-4.98127, 0.87821, -3.57179], [-5.60113, 1.24481, -1.95210], [-5.39510, 2.53940, -3.13485], [-4.10231, 3.62327, -1.21738], [-1.77140, 4.09719, -0.48030], [0.42321, 3.99852, -1.46725], [2.77885, 3.41698, -0.05453], [5.04673, 3.04932, -1.02351], [5.29393, 1.63376, -3.06675], [3.27281, 0.59151, -4.11224], [1.01390, 1.16284, -3.27420], [-0.44092, 0.41615, -2.26202], [-2.73095, 0.04786, -3.17231]], "forces_ev_per_angstrom": [[0.227, -0.317, 0.478], [-0.946, 1.219, -1.371], [0.424, -0.420, 0.340], [0.695, 0.477, 0.165], [-1.146, -0.705, -0.386], [0.835, 0.011, -0.236], [0.019, 0.025, 0.176], [-0.119, 0.136, -0.309], [0.161, -0.213, 0.158], [0.001, 0.661, 0.564], [0.063, 0.059, 0.860], [0.105, 0.334, -0.158], [-0.245, -0.211, 0.087], [0.266, -0.301, -0.026], [0.067, 0.316, -0.070], [-0.120, -0.079, 0.331], [-0.123, -0.262, -0.074], [0.037, -0.522, -0.135], [-0.278, -0.155, 0.362], [0.312, -0.266, 0.109], [0.054, -0.082, -0.338], [-0.098, 0.285, -0.275], [-0.236, 0.214, 0.102], [0.106, -0.044, 0.405], [-0.348, -0.125, -0.139], [0.308, 0.058, -0.128], [0.206, -0.122, 0.064], [-0.110, -0.073, -0.148], [-0.118, -0.317, 0.097], [0.121, 0.072, -0.682], [-0.127, -0.023, -0.237], [0.062, -0.155, -0.158], [-0.226, -0.295, -0.162], [-0.189, 0.099, 0.096], [0.082, 0.236, 0.298], [0.500, 0.022, -0.020], [-0.187, 0.447, 0.123], [-0.098, 0.135, 0.339], [-0.048, -0.001, 0.065], [0.045, 0.018, -0.142], [0.126, -0.177, 0.092], [0.257, -0.195, -0.049], [-0.069, -0.126, -0.326], [0.056, -0.463, 0.104], [0.125, -0.003, -0.317], [-0.219, -0.218, -0.147], [-0.300, -0.061, 0.106], [-0.050, 0.288, 0.268], [0.351, 0.258, 0.133], [-0.265, 0.362, -0.154], [0.056, 0.196, 0.268]]}

***

[2]
{"formula": "C6H8N2", "method": "ωB97M-V/def2-TZVPD", "total_energy_ha": -342.70120, "e_homo_ev": -7.547, "total_charge": 0, "lumo_energy_ev": 0.4, "homo_lumo_gap_ev": 7.970, "de_lowest_kj_mol": 611.0, "elements": ["C", "C", "C", "C", "N", "N", "C", "C", "H", "H", "H", "H", "H", "H", "H", "H"], "xyz": [[0.94527, 0.18002, -0.42576], [1.31648, -1.22084, 0.00517], [-0.38894, 0.68516, 1.14590], [-0.89299, 0.81383, -0.22218], [0.04493, 0.94056, 2.22993], [-1.11420, 1.99554, -0.77310], [-1.71990, -0.30245, -0.63244], [-2.40412, -1.23116, -0.96233], [1.00138, 1.00854, 2.56008], [-0.49132, 2.71226, -0.40365], [0.84058, 0.26848, -1.50414], [1.62689, 0.96626, -0.10136], [1.48818, -1.30163, 1.07992], [2.23843, -1.53400, -0.49393], [0.53243, -1.92679, -0.27588], [-3.02310, -2.05377, -1.22623]], "forces_ev_per_angstrom": [[0.131, -0.204, 0.205], [0.073, 0.044, -0.037], [0.407, 0.580, -1.205], [-0.390, 0.461, 0.983], [-0.181, -0.173, 0.108], [0.369, -0.285, -0.128], [-0.094, -0.477, -0.211], [0.230, 0.223, 0.167], [-0.006, -0.174, -0.173], [-0.178, -0.051, 0.123], [-0.258, 0.000, 0.027], [-0.054, 0.044, 0.157], [-0.016, -0.003, -0.003], [-0.045, -0.016, 0.019], [0.029, 0.015, 0.025], [-0.018, 0.015, -0.058]]}

***

[3]
{"formula": "C9H25N2O8P2", "method": "ωB97M-V/def2-TZVPD", "total_energy_ha": -1751.99550, "e_homo_ev": -0.693, "total_charge": -1, "lumo_energy_ev": 1.1, "homo_lumo_gap_ev": 1.806, "elements": ["N", "C", "C", "C", "N", "H", "H", "H", "H", "H", "H", "H", "C", "O", "P", "O", "O", "C", "O", "C", "H", "H", "H", "H", "H", "H", "H", "H", "H", "C", "O", "P", "O", "O", "C", "O", "C", "H", "H", "H", "H", "H", "H", "H", "H", "H"], "xyz": [[6.74235, -0.39790, 2.12177], [5.74345, 0.39598, 2.25109], [5.82912, 1.84899, 1.99212], [5.75667, 2.16870, 0.48902], [6.80198, 1.52059, -0.29744], [6.44168, -1.34509, 2.33257], [4.78827, -0.04936, 2.53240], [6.72848, 2.25935, 2.45272], [4.96476, 2.31331, 2.46271], [4.80824, 1.75935, 0.12467], [6.96307, 0.55236, -0.02180], [7.66776, 2.03233, -0.22896], [0.65214, 2.52821, 0.14838], [0.19370, 1.24508, 0.60095], [0.71408, 0.77628, 2.10791], [2.17698, 0.73084, 1.97575], [-0.01382, -0.67721, 1.90627], [-1.32908, -0.76041, 1.34445], [0.52210, 0.71515, 3.75999], [-0.77564, 0.46916, 4.30288], [0.06915, 2.79560, -0.73145], [0.50585, 3.29422, 0.91060], [1.70763, 2.47509, -0.11833], [-1.25877, -1.00678, 0.28987], [-1.87909, 0.17338, 1.45147], [-1.87335, -1.55088, 1.86365], [-0.96652, -0.60484, 4.33367], [-1.56214, 0.96006, 3.72626], [-0.79800, 0.85995, 5.31928], [-6.47273, -2.14965, -1.95426], [-5.55573, -1.52300, -2.86382], [-4.20759, -0.85016, -2.19339], [-4.70596, 0.19375, -1.28851], [-3.72193, -0.25442, -3.62863], [-3.83884, -1.03072, -4.82640], [-2.69279, -1.11535, -1.64253], [-1.78224, -1.88928, -2.44605], [-7.18127, -2.72692, -2.54482], [-5.95895, -2.82348, -1.26887], [-7.00951, -1.39064, -1.38714], [-4.73062, -0.72655, -5.37326], [-3.89605, -2.09912, -4.62035], [-2.95926, -0.83913, -5.43947], [-1.30349, -1.24321, -3.18052], [-2.28461, -2.71259, -2.95514], [-1.01950, -2.30107, -1.78928]], "forces_ev_per_angstrom": [[0.628, -0.093, 0.128], [0.230, -0.212, 0.159], [-0.329, 0.129, 0.331], [-0.192, -0.142, -0.287], [-0.192, 0.105, -0.381], [-0.059, -0.204, -0.180], [-0.465, 0.329, -0.204], [0.265, 0.017, 0.002], [-0.121, 0.207, 0.128], [-0.315, 0.087, -0.033], [0.320, -0.065, 0.129], [0.195, -0.114, 0.134], [0.247, 0.231, -0.298], [-1.023, 1.590, 2.098], [2.602, -4.905, -1.233], [-0.225, 0.844, 0.396], [-0.610, 0.392, 0.122], [0.288, -0.160, 0.056], [-1.135, 2.088, -1.118], [-0.059, -0.073, 0.126], [-0.075, -0.099, 0.049], [0.036, 0.022, -0.050], [0.029, -0.035, 0.140], [-0.064, 0.082, -0.050], [-0.088, -0.038, -0.115], [0.076, -0.019, 0.044], [0.005, 0.018, -0.090], [-0.034, -0.036, 0.080], [0.084, 0.050, -0.042], [-0.292, -0.035, 0.078], [1.673, -1.865, 1.194], [0.109, 5.328, -1.725], [-0.155, -0.703, 0.625], [-0.076, -0.811, 0.002], [0.013, 0.251, -0.044], [-1.519, -2.306, -0.207], [0.244, -0.017, -0.030], [0.079, 0.028, -0.081], [-0.043, -0.007, 0.022], [0.107, 0.045, 0.027], [-0.029, -0.054, 0.005], [-0.033, 0.003, -0.068], [0.018, 0.063, 0.048], [-0.085, 0.043, 0.001], [0.038, -0.007, 0.020], [-0.068, 0.049, 0.090]]}